294
Properties=species:S:1:pos:R:3 method="wB97M-V/def2-TZVPD" e_homo_ev=-7.73 homo_lumo_gap_ev=8.2422 e_lumo_ev=0.51 relative_energy_kcal_mol=142.2 smiles=CC1(C)CCCC(C)(C)N1O.CC1(C)CCCC(C)(C)N1O.CC1(C)CCCC(C)(C)N1O.CC1(C)CCCC(C)(C)N1O.CC1(C)CCCC(C)(C)N1O.CC1(C)CCCC(C)(C)N1O.CC1(C)CCCC(C)(C)N1O.CC1(C)CCCC(C)(C)N1O.CC1(C)CCCC(C)(C)N1O.COCCNCCOC fmax_ev_per_a=3.9
C -4.69895 8.15273 -5.79272
C -4.97281 6.66878 -5.43071
C -5.81237 5.97620 -6.54415
C -3.57260 5.97211 -5.39884
C -3.57527 4.58714 -4.60886
C -4.36809 4.62746 -3.23987
C -5.71904 5.38871 -3.24999
C -6.94766 4.43029 -3.72204
C -5.96709 5.63247 -1.77905
N -5.58078 6.61741 -4.06518
O -6.60506 7.55837 -3.90195
H -4.22757 8.23015 -6.77246
H -5.60702 8.70373 -6.03746
H -4.12639 8.72377 -5.06185
H -5.33644 6.32527 -7.46052
H -5.70704 4.89191 -6.50790
H -6.88908 6.14079 -6.50288
H -3.23889 5.78747 -6.41994
H -2.85715 6.67569 -4.97315
H -4.23053 3.87288 -5.10745
H -2.62663 4.05052 -4.62339
H -3.69512 5.00762 -2.47131
H -4.60653 3.62057 -2.89721
H -7.08406 3.50983 -3.15436
H -6.79927 4.17598 -4.77153
H -7.96515 4.81363 -3.64553
H -5.90455 4.80461 -1.07276
H -6.97028 6.02291 -1.60794
H -5.31732 6.34430 -1.26993
H -6.14566 8.39795 -3.82674
C 1.78328 -3.62467 3.37196
C 3.17227 -2.98841 3.68216
C 3.75905 -2.38837 2.44752
C 3.02658 -1.85662 4.79672
C 2.89553 -2.38099 6.19522
C 3.98276 -3.40884 6.50763
C 4.02678 -4.58080 5.50958
C 5.43749 -5.25007 5.73330
C 2.90014 -5.61771 5.82465
N 4.07682 -4.02154 4.18896
O 4.21243 -5.02291 3.23927
H 1.93360 -4.68710 3.18026
H 0.93204 -3.46429 4.03361
H 1.37933 -3.15811 2.47350
H 3.00275 -1.63134 2.24011
H 4.76559 -2.00343 2.61120
H 3.81366 -2.94414 1.51144
H 3.92684 -1.24746 4.71571
H 2.11409 -1.29844 4.58718
H 2.94606 -1.53068 6.87532
H 1.84697 -2.67715 6.22547
H 3.78225 -3.73000 7.52976
H 4.96428 -2.96714 6.67970
H 5.64436 -5.92207 4.90040
H 5.40909 -5.88495 6.61886
H 6.24251 -4.52092 5.64170
H 1.87571 -5.25865 5.72609
H 2.97938 -6.00687 6.83972
H 3.06766 -6.40544 5.09013
H 5.12489 -4.82580 3.01528
C -2.81292 -1.33120 8.52993
C -2.75557 -0.14938 7.53369
C -3.44529 -0.60183 6.23884
C -3.61194 0.97778 8.21152
C -3.44947 2.38181 7.67276
C -1.96568 2.64795 7.69962
C -0.93975 1.66732 6.99351
C -1.19163 1.87418 5.44241
C 0.51024 1.97796 7.40539
N -1.30240 0.23724 7.30826
O -0.40782 -0.71473 6.80521
H -3.81082 -1.72223 8.72835
H -2.24928 -2.15904 8.09970
H -2.32272 -0.96138 9.43050
H -4.24484 -1.32721 6.38940
H -3.91248 0.28955 5.82018
H -2.74916 -1.12454 5.58290
H -4.66086 0.68458 8.25497
H -3.33931 0.98071 9.26687
H -3.86058 2.46463 6.66666
H -3.96799 3.11325 8.29263
H -1.67744 2.98389 8.69570
H -1.96292 3.55784 7.09947
H -0.81168 2.79783 5.00582
H -2.25679 1.91676 5.21496
H -0.72844 1.06362 4.87979
H 0.73793 3.04382 7.39180
H 1.20131 1.48023 6.72511
H 0.64933 1.67039 8.44181
H -0.00309 -1.11529 7.57809
C -3.80956 -6.49577 0.12760
C -3.37768 -6.41365 -1.32728
C -3.32110 -7.89381 -1.81555
C -4.57682 -5.90598 -2.23445
C -4.66820 -4.42555 -2.05855
C -3.33904 -3.79430 -2.49469
C -2.13713 -4.25322 -1.75012
C -0.85816 -3.91060 -2.66040
C -2.16655 -3.59082 -0.35697
N -2.11138 -5.73839 -1.65291
O -1.11315 -6.17285 -0.80774
H -2.89661 -6.47248 0.72263
H -4.35558 -5.58291 0.36557
H -4.43837 -7.37150 0.28818
H -2.62385 -8.51437 -1.25265
H -4.27811 -8.41200 -1.75484
H -2.96582 -7.94622 -2.84469
H -4.35100 -6.09199 -3.28445
H -5.56361 -6.34124 -2.07669
H -5.49476 -4.04377 -2.65783
H -4.88536 -4.14681 -1.02741
H -3.47429 -2.75949 -2.18010
H -3.25531 -3.95370 -3.56971
H 0.05911 -4.23517 -2.16909
H -0.61837 -2.86269 -2.84067
H -0.71296 -4.56051 -3.52333
H -2.97339 -3.88041 0.31627
H -2.37962 -2.52209 -0.37972
H -1.15769 -3.57295 0.05530
H -0.48808 -6.57744 -1.41371
C 3.00069 4.40877 5.46578
C 2.52489 5.10481 4.16436
C 3.67065 5.43386 3.25766
C 1.57842 4.03516 3.48165
C 0.68785 4.56254 2.34893
C -0.04237 5.75051 2.80849
C 0.79576 6.88209 3.50014
C 1.50176 7.65705 2.41187
C -0.19877 7.75767 4.29133
N 1.77119 6.28174 4.49792
O 2.36407 7.20096 5.32166
H 2.19106 4.17764 6.15800
H 3.32909 3.38710 5.27486
H 3.76945 5.02138 5.93674
H 4.44826 4.67009 3.26552
H 3.36072 5.68165 2.24245
H 4.25124 6.22308 3.73530
H 2.23004 3.35658 2.93118
H 0.98059 3.48089 4.20519
H 1.24356 4.88085 1.46691
H -0.05176 3.89111 1.91274
H -0.88210 5.53551 3.46935
H -0.53872 6.16147 1.92937
H 2.16682 7.15442 1.70963
H 2.12844 8.47111 2.77612
H 0.80719 8.06633 1.67828
H 0.27306 8.68304 4.62171
H -0.71694 7.22014 5.08548
H -1.15251 7.95837 3.80327
H 1.82362 7.25948 6.11292
C -9.71581 -0.16509 -0.49734
C -8.77093 -0.53615 0.67780
C -9.34261 -0.13354 1.96791
C -8.55646 -2.14025 0.69872
C -7.25037 -2.61015 1.27015
C -6.02608 -1.83691 0.81812
C -6.18260 -0.28046 1.01159
C -6.04447 0.07021 2.49198
C -4.89420 0.36216 0.36425
N -7.47262 0.15326 0.36866
O -7.47510 1.57962 0.27852
H -10.68829 -0.65642 -0.46610
H -9.79100 0.90628 -0.68340
H -9.31968 -0.64217 -1.39376
H -9.50947 0.94318 1.99855
H -10.29920 -0.64115 2.09188
H -8.80585 -0.36359 2.88828
H -9.34232 -2.60761 1.29210
H -8.69195 -2.50381 -0.31990
H -7.20619 -2.33345 2.32352
H -7.07562 -3.67579 1.12189
H -5.93344 -1.99752 -0.25599
H -5.15776 -2.29184 1.29474
H -6.31560 1.12426 2.55166
H -4.98962 -0.03529 2.74551
H -6.70580 -0.46881 3.17035
H -4.02214 -0.28093 0.48282
H -4.70316 1.33895 0.80865
H -4.96168 0.72172 -0.66252
H -7.71806 1.75549 -0.63343
C -0.11740 2.92559 -0.91340
C -0.92759 1.64259 -1.02040
C -2.24093 1.95729 -1.75584
C -0.22338 0.57545 -1.95046
C 0.97406 -0.10410 -1.21282
C 0.46260 -0.76204 0.12146
C -0.24133 0.27043 1.08685
C -1.03469 -0.65741 2.07081
C 0.80055 1.01629 1.83658
N -1.20176 1.04678 0.33098
O -1.97995 1.92502 1.16186
H 0.92106 2.89830 -0.58331
H -0.14402 3.31495 -1.93113
H -0.59441 3.68870 -0.29839
H -2.06923 2.43087 -2.72245
H -2.95994 1.14320 -1.84738
H -2.78346 2.68340 -1.15043
H -0.95851 -0.15506 -2.28814
H 0.08655 1.26794 -2.73309
H 1.51545 -0.77040 -1.88443
H 1.69246 0.70949 -1.11254
H 1.35479 -1.14347 0.61807
H -0.12624 -1.61687 -0.21117
H -0.38855 -1.28939 2.68007
H -1.77288 -1.27025 1.55352
H -1.49659 -0.03367 2.83612
H 0.36299 1.71854 2.54615
H 1.39215 1.60794 1.13798
H 1.50118 0.41746 2.41851
H -2.61820 1.32001 1.54684
C 7.06924 1.53640 -0.27183
C 5.75371 2.23957 -0.91844
C 4.68449 2.71159 0.11921
C 6.19693 3.61568 -1.58137
C 6.89846 3.39377 -3.01775
C 5.92027 2.58274 -3.87087
C 5.54830 1.15131 -3.29203
C 4.50606 0.49048 -4.16201
C 6.76850 0.19543 -3.30922
N 5.06265 1.35005 -1.92075
O 4.60744 0.24332 -1.28720
H 7.24731 1.90924 0.73682
H 7.90369 1.80129 -0.92115
H 7.03158 0.45360 -0.15256
H 3.74811 2.83378 -0.42520
H 4.99188 3.64420 0.59233
H 4.57391 2.06177 0.98730
H 5.40218 4.36004 -1.63044
H 7.00333 4.12249 -1.05133
H 7.85196 2.88351 -2.88146
H 7.24398 4.31552 -3.48581
H 6.42295 2.47053 -4.83151
H 4.99893 3.10484 -4.12902
H 3.53451 0.97840 -4.08374
H 4.91746 0.56191 -5.16886
H 4.26128 -0.54072 -3.90744
H 6.94755 -0.23103 -2.32222
H 6.77207 -0.65858 -3.98653
H 7.68382 0.73342 -3.55594
H 5.38371 -0.30398 -1.14776
C 7.58676 -5.56127 -1.77133
C 6.43387 -4.63274 -2.09007
C 6.88361 -3.13842 -2.21391
C 5.97910 -5.08226 -3.57448
C 4.54438 -4.66486 -3.93372
C 3.58143 -5.13083 -2.80824
C 3.87496 -4.56459 -1.38426
C 3.55382 -3.09033 -1.53837
C 3.02037 -5.24974 -0.38974
N 5.31718 -4.86839 -1.09439
O 5.65346 -4.50480 0.21450
H 7.37743 -6.60388 -2.01059
H 8.51159 -5.24286 -2.25239
H 7.80059 -5.58356 -0.70274
H 7.12678 -2.75710 -1.22215
H 7.84954 -3.10865 -2.71808
H 6.20145 -2.48242 -2.75467
H 6.57999 -4.64902 -4.37406
H 6.09153 -6.15768 -3.71206
H 4.48601 -3.57733 -3.97803
H 4.15225 -4.98599 -4.89872
H 3.49764 -6.20243 -2.98922
H 2.61161 -4.88228 -3.23925
H 4.07922 -2.53588 -2.31595
H 3.76035 -2.63510 -0.56975
H 2.50120 -2.86918 -1.71498
H 1.93520 -5.17333 -0.45801
H 3.23411 -5.03454 0.65721
H 3.18768 -6.31915 -0.51805
H 5.96079 -5.30418 0.64825
C 5.99898 -2.00585 -11.19182
O 4.96740 -2.37845 -10.31007
C 4.52743 -1.26927 -9.52504
C 3.77290 -1.86491 -8.31290
N 2.58713 -1.05088 -7.99751
C 1.87223 -1.56307 -6.80821
C 0.43933 -1.09802 -6.68229
O -0.13814 -1.59855 -5.47400
C -1.41248 -1.25292 -5.19678
H 6.86035 -1.48064 -10.77914
H 5.57872 -1.35151 -11.95557
H 6.40245 -2.88463 -11.69486
H 3.93174 -0.61040 -10.15683
H 5.33125 -0.63820 -9.14592
H 4.53287 -1.93303 -7.53449
H 3.41636 -2.84846 -8.61889
H 1.98325 -1.12224 -8.80395
H 2.32185 -1.19883 -5.88448
H 1.94251 -2.64699 -6.71720
H 0.02491 -1.51397 -7.60063
H 0.28613 -0.02016 -6.73558
H -1.47455 -0.16691 -5.12722
H -1.78157 -1.79833 -4.32822
H -2.00846 -1.55686 -6.05732